11
Properties=species:S:1:pos:R:3:forces:R:3:lowdin_charge:R:1 method="wB97M-V/def2-TZVPD" homo_lumo_gap_ev="7.383 / 7.488" charge=0 lumo_ev="-1.642 / -1.361" homo_ha="-0.33166 / -0.32518"
C -0.486540 -0.106030 0.032664 1.2 1.0 -0.2 -0.55
C -1.874170 0.379306 -0.302815 -1.1 -2.0 1.0 -0.04
N 0.495978 0.806846 -0.360733 -0.1 0.4 0.0 -0.40
N -0.120464 -1.155562 0.653492 -0.3 -0.3 -0.7 0.13
O 4.525894 0.016334 0.346351 0.7 0.0 0.0 -0.68
S 2.050507 0.835698 -0.192221 -0.8 0.3 -0.2 0.70
S 3.273715 -0.748660 0.247421 -0.8 -0.4 0.3 0.59
H -2.246136 0.156913 -1.284252 0.1 -1.0 -0.6 0.08
H -2.005872 1.388140 -0.321313 0.8 3.3 0.1 0.03
H -2.662781 0.151603 0.449389 0.7 -0.8 -0.4 0.10
H -0.950136 -1.724587 0.732016 -0.3 -0.5 0.7 0.05

=====

9
Properties=species:S:1:pos:R:3:forces:R:3:lowdin_charge:R:1 method="wB97M-V/def2-TZVPD" homo_lumo_gap_ev=9.615 charge=0 lumo_ev=0.804 homo_ha=-0.32379
C 0.737556 0.177436 0.320710 -2.3 1.1 4.1 -0.24
N 0.091202 -1.113993 0.289247 0.4 -0.1 0.3 -0.14
N -0.841180 -0.694887 -0.704215 -0.5 0.7 -1.6 -0.33
S -2.004944 0.263879 0.201402 -0.4 0.5 0.2 0.82
C -0.437856 0.790384 -0.440929 -0.4 -2.4 1.4 -0.52
H 1.565155 0.343176 -0.282631 2.1 0.0 -0.6 0.08
H 0.713202 0.537487 1.437018 1.2 -0.2 -2.1 0.14
H 0.561065 -2.005832 0.167960 0.0 0.5 -0.6 0.12
H -0.384202 1.702348 -0.988562 0.0 0.0 -1.1 0.08

=====

9
Properties=species:S:1:pos:R:3:forces:R:3:lowdin_charge:R:1 method="wB97M-V/def2-TZVPD" homo_lumo_gap_ev=8.761 charge=0 lumo_ev=-0.123 homo_ha=-0.32647
C 1.575606 0.372379 -0.014865 0.4 1.6 -0.4 -0.06
N 0.955029 -0.715695 0.003559 -0.1 -0.9 0.2 -0.03
N -0.407637 -0.809924 0.000508 -0.5 0.4 -0.4 -0.10
C -1.374040 0.151988 -0.025780 2.3 0.1 1.3 -0.76
S -2.951321 -0.088942 -0.012244 -1.0 -0.2 -0.3 0.64
H 2.670830 0.375171 -0.031844 -0.4 -0.4 0.1 0.07
H 1.126856 1.371975 -0.098467 -0.1 -0.3 0.1 0.07
H -0.716962 -1.751374 -0.025647 -0.2 -0.8 -0.1 0.11
H -0.878359 1.094426 0.204780 -0.5 0.5 -0.5 0.05

=====

9
Properties=species:S:1:pos:R:3:forces:R:3:lowdin_spin:R:1 method="wB97M-V/def2-TZVPD" homo_lumo_gap_ev="7.998 / 6.040" multiplicity=3 charge=0 s2=2.0115 lumo_ev="0.650 / -3.937" homo_ha="-0.27004 / -0.36665"
C 1.552707 -0.550204 0.166465 -0.5 2.4 0.4 0.13
C 0.923487 0.621252 0.681488 0.2 -5.7 7.0 0.55
N 2.076112 -1.361649 -0.462889 0.5 -1.0 -0.4 0.20
N 0.577910 1.600801 -0.022619 0.7 2.9 -4.4 1.00
S -2.426430 -0.768165 0.185919 0.7 0.7 -1.1 0.01
H 0.480370 0.511767 1.771103 0.6 0.1 -2.3 0.05
H 0.730524 1.416806 -1.022322 -1.5 1.2 -0.3 0.05
H -1.788333 0.238207 -0.552899 -0.7 -1.0 0.7 0.00
H -2.126350 -1.708816 -0.744248 -0.1 0.3 0.3 0.00

=====

10
Properties=species:S:1:pos:R:3:forces:R:3:lowdin_charge:R:1 method="wB97M-V/def2-TZVPD" homo_lumo_gap_ev=7.704 charge=0 lumo_ev=-0.654 homo_ha=-0.30717
C -0.565634 2.867355 -0.173420 5.9 -4.7 -2.3 -0.07
N -0.629591 1.522833 -0.218792 0.3 3.7 0.5 -0.41
S 0.702260 0.718783 -0.894390 0.7 1.2 -0.7 0.92
C 0.946712 -0.929594 -0.526960 -3.8 -6.0 3.3 -0.69
N 0.509644 -2.144031 0.050957 -0.3 7.4 0.2 -0.31
S -0.782312 -1.512644 1.281441 0.3 1.7 -3.4 0.49
H 0.436624 3.538710 -0.454575 -2.7 -2.0 0.4 0.14
H -1.248991 3.283689 0.404954 -3.5 2.1 2.0 0.00
H 1.690707 -1.209116 -1.138962 3.1 -0.4 -2.6 -0.01
H -1.044335 -0.189696 0.372883 -0.2 -3.0 2.7 -0.06

=====

10
Properties=species:S:1:pos:R:3:forces:R:3:lowdin_charge:R:1 method="wB97M-V/def2-TZVPD" homo_lumo_gap_ev=8.294 charge=0 lumo_ev=-0.877 homo_ha=-0.33705
H -1.594808 0.004102 1.025279 1.2 0.0 0.9 0.05
N -0.618084 -0.042182 1.423377 -1.4 -0.1 -0.8 0.10
C 0.168665 -0.129495 0.429631 -0.3 0.3 -1.7 -0.60
N 1.546614 -0.187722 0.616677 -1.2 0.1 -1.1 0.11
C -0.403302 -0.140139 -1.042051 1.5 -0.5 0.7 -1.12
S 0.149155 -1.257449 -2.110492 -0.6 0.7 0.6 0.66
S -1.619249 1.060514 -1.408892 -0.2 -1.5 -1.5 0.80
H 1.597913 -0.450717 1.568145 1.1 -0.4 1.1 0.08
H 2.108705 -0.718671 -0.050430 -0.5 0.2 0.3 0.08
H -1.335610 1.861758 -0.451245 0.4 1.1 1.5 -0.15

=====

Going through the records in order, we get total energy values of -28834.117, -15950.255, -15952.411, -15948.619, -26784.068, -26788.745 eV.
Going through the records in order, we get relative energy (zero: lowest compared OMol25 entry of this formula, charge and spin) values of 2.966, 3.628, 1.472, 2.615, 5.946, 1.269 eV.